63
Properties=species:S:1:pos:R:3 method="wB97M-V/def2-TZVPD" homo_lumo_gap_ev=9.3 de_lowest_kj_mol=450.8 e_homo_ev=-9.385 spin_multiplicity=1 smiles="NC(N)=O.NC(N)=O.NC(N)=O.OCCO.OCCO.OCCO.O.O.O"
C -7.59 -1.93 -3.69
O -7.57 -2.38 -4.88
N -8.31 -2.30 -2.68
N -6.95 -0.85 -3.39
H -9.03 -3.00 -2.72
H -8.41 -1.66 -1.90
H -6.80 -0.65 -2.41
H -6.38 -0.53 -4.17
C -5.38 2.50 3.37
O -5.66 1.82 2.39
N -6.14 3.47 3.89
N -4.14 2.55 3.82
H -6.95 3.64 3.30
H -5.89 4.03 4.69
H -3.99 2.68 4.81
H -3.60 1.89 3.29
C 6.56 2.98 -0.12
O 7.68 2.52 -0.12
N 5.45 2.40 -0.40
N 6.33 4.10 0.46
H 5.51 1.47 -0.80
H 4.58 2.92 -0.41
H 7.00 4.81 0.75
H 5.35 4.27 0.64
C 1.97 0.77 7.26
C 2.06 0.67 5.70
O 1.22 -0.25 5.01
O 0.82 1.46 7.66
H 2.85 1.26 7.67
H 1.90 -0.28 7.55
H 3.07 0.56 5.32
H 1.64 1.63 5.40
H 1.06 0.01 4.10
H 0.91 1.58 8.61
C 4.79 -4.86 0.93
C 3.52 -5.58 0.56
O 3.68 -6.93 0.12
O 5.62 -4.82 -0.28
H 5.31 -5.21 1.82
H 4.59 -3.80 1.08
H 3.08 -5.08 -0.30
H 2.70 -5.64 1.27
H 3.28 -7.06 -0.74
H 5.60 -5.72 -0.63
C -0.39 -2.07 -6.31
C 1.09 -1.59 -6.77
O 1.81 -1.21 -5.63
O -1.06 -2.68 -7.34
H -0.98 -1.37 -5.72
H -0.17 -2.65 -5.41
H 1.06 -0.72 -7.43
H 1.61 -2.37 -7.33
H 2.71 -1.55 -5.61
H -1.98 -2.81 -7.09
O -0.07 0.90 -0.87
H 0.32 0.33 -1.53
H -0.84 1.29 -1.30
O 1.27 5.67 1.70
H 0.83 6.15 2.40
H 0.63 5.64 0.99
O -3.38 3.99 -2.71
H -3.61 3.86 -3.62
H -4.15 3.71 -2.22


54
Properties=species:S:1:pos:R:3 method="wB97M-V/def2-TZVPD" homo_lumo_gap_ev=9.5 de_lowest_kj_mol=1069.0 e_homo_ev=-9.320 spin_multiplicity=1
C 1.20 0.91 -2.86
O 1.88 0.64 -4.12
H 0.16 1.05 -3.14
H 1.29 0.18 -2.05
H 1.48 1.90 -2.47
H 1.36 0.00 -4.62
C 2.75 -1.88 2.13
O 1.49 -2.27 2.58
H 3.26 -2.57 1.45
H 2.73 -0.94 1.57
H 3.39 -1.54 2.94
H 1.33 -1.83 3.42
C 0.31 -0.99 0.26
O -0.87 -0.23 0.37
H 0.89 -1.18 1.17
H -0.16 -1.94 0.04
H 0.81 -0.64 -0.64
H -0.77 0.72 0.30
C -1.02 0.60 2.98
O -0.31 1.49 3.85
H -1.74 1.05 2.29
H -0.30 0.13 2.30
H -1.45 -0.24 3.53
H 0.61 1.22 3.98
C -2.60 -3.00 -0.30
O -2.79 -1.64 -0.27
H -3.41 -3.46 -0.86
H -1.63 -3.26 -0.72
H -2.82 -3.53 0.63
H -1.96 -1.26 0.03
C 2.78 0.90 0.41
O 3.02 2.21 0.08
H 3.48 0.57 1.19
H 1.75 0.75 0.74
H 2.87 0.19 -0.42
H 3.63 2.12 -0.65
C -0.50 -1.47 -2.38
O -1.13 -1.88 -3.56
H 0.59 -1.45 -2.39
H -0.97 -0.50 -2.26
H -0.81 -2.07 -1.52
H -1.87 -2.43 -3.28
C -2.95 2.15 -0.91
O -2.29 0.94 -1.00
H -2.48 2.80 -1.64
H -4.00 1.94 -1.09
H -3.03 2.54 0.11
H -1.96 0.84 -0.11
C 0.38 2.38 1.08
O -0.66 1.96 0.21
H 1.14 2.99 0.59
H 0.07 2.87 2.01
H 0.78 1.41 1.36
H -0.93 2.70 -0.34


52
Properties=species:S:1:pos:R:3 method="wB97M-V/def2-TZVPD" homo_lumo_gap_ev="6.9 / 4.3" de_lowest_kj_mol=0.0 e_homo_ev="-11.297 / -12.962" spin_multiplicity=6 total_charge=+1
Cu 0.19 2.43 -0.59
Cu -1.15 -0.67 -2.55
Cu -0.44 -1.43 1.06
Cu 0.99 -3.34 -1.80
C 2.38 0.79 3.20
F 2.75 0.04 2.25
F 2.53 0.14 4.38
F 3.01 1.91 3.23
S 0.53 1.24 2.92
O 0.11 2.16 3.94
O 0.50 1.96 1.60
N -0.26 -0.33 2.94
S -0.55 -0.55 4.51
O -0.67 -1.97 4.60
O 0.27 0.11 5.49
C -2.36 0.24 4.72
F -2.34 1.52 4.48
F -3.30 -0.30 3.95
F -2.73 0.01 5.99
C -3.59 0.90 1.01
F -4.75 0.31 0.77
F -3.61 1.76 2.01
F -2.81 -0.09 1.40
S -3.00 2.00 -0.63
O -2.22 1.00 -1.33
O -4.25 2.46 -1.35
N -1.75 3.08 -0.08
S -2.56 4.40 0.06
O -2.83 5.04 -1.28
O -3.65 4.25 1.00
C -1.32 5.43 0.96
F -0.58 4.71 1.92
F -0.44 5.80 0.02
F -1.98 6.55 1.44
C 1.03 -0.12 -1.35
O 0.46 0.09 -0.30
O 1.04 -1.19 -1.86
O 0.61 0.75 -2.15
C -1.65 -2.88 -1.05
O -1.16 -2.88 -2.21
O -1.86 -1.69 -0.68
O -0.64 -3.13 -0.38
C 4.59 -4.89 -4.97
C 4.89 -3.54 -5.53
O 4.01 -2.83 -4.72
C 2.99 -3.55 -4.39
O 1.97 -3.09 -3.81
O 3.30 -4.81 -4.59
F 4.31 -3.70 -6.74
H 5.31 -5.17 -4.20
H 4.78 -5.70 -5.67
H 5.93 -3.22 -5.62


22
Properties=species:S:1:pos:R:3 method="wB97M-V/def2-TZVPD" homo_lumo_gap_ev="5.5 / 4.5" e_homo_ev="-20.681 / -21.384" spin_multiplicity=7 total_charge=+4
Pr 1.10 0.02 -6.52
Rh -1.10 1.64 0.66
Cl 2.72 -1.06 -5.29
Cl -3.32 1.18 -0.03
C -1.59 3.11 1.60
C 2.19 -0.21 -8.30
C -0.22 1.03 -7.75
O -1.94 4.09 2.21
O 2.81 -0.36 -9.21
O -0.97 1.60 -8.35
N 0.90 -3.07 5.97
C 0.61 -2.33 5.07
C 0.25 -1.45 4.01
C -0.93 -1.65 3.31
C -1.28 -0.76 2.30
N -0.47 0.29 2.00
C 0.69 0.49 2.67
C 1.07 -0.38 3.69
H -1.60 -2.48 3.55
H -2.22 -0.88 1.76
H 1.30 1.36 2.42
H 2.00 -0.20 4.23


25
Properties=species:S:1:pos:R:3 method="wB97M-V/def2-TZVPD" homo_lumo_gap_ev=6.3 de_lowest_kj_mol=249.8 e_homo_ev=-5.572 spin_multiplicity=1 total_charge=-1
Zr 0.74 -1.64 0.00
O 2.26 2.24 -0.01
C 1.23 1.60 -0.01
O 1.24 0.27 -0.01
C -0.12 2.23 0.00
C -0.13 3.63 0.00
C -1.31 4.34 0.00
C -2.51 3.64 0.00
C -2.51 2.26 0.00
C -1.32 1.51 0.00
S -1.53 -0.23 0.00
H 0.83 4.13 -0.01
H -1.30 5.42 0.00
H -3.45 4.17 0.01
H -3.45 1.72 0.01
O 4.73 -2.82 0.04
C 3.54 -2.77 0.03
O 2.81 -1.66 0.04
C 2.62 -4.02 -0.02
O 3.03 -5.14 -0.03
O 1.35 -3.64 -0.05
O -2.06 -4.31 1.08
N -1.72 -3.86 0.00
O -2.04 -4.28 -1.08
O -0.94 -2.81 0.02


19
Properties=species:S:1:pos:R:3 method="wB97M-V/def2-TZVPD" homo_lumo_gap_ev=7.3 de_lowest_kj_mol=0.0 e_homo_ev=-9.536 spin_multiplicity=1 smiles="O=C1OC(=O)c2c(O)cc(=O)c(O)cc21"
O 3.34 -0.66 1.05
O 0.53 -3.10 -1.43
O -2.19 2.56 -0.10
O 2.23 -2.20 -0.24
O -0.08 2.99 1.68
O -1.74 -1.78 -1.54
C 2.34 -1.06 0.46
C 1.01 -2.22 -0.71
C -1.43 1.60 0.06
C 0.86 0.96 1.07
C -1.81 0.40 -0.69
C -0.23 1.82 0.91
C -1.09 -0.75 -0.87
C 1.10 -0.30 0.40
C 0.26 -1.03 -0.40
H -0.83 3.57 1.47
H -1.12 -2.51 -1.68
H 1.62 1.29 1.76
H -2.77 0.40 -1.19


80
Properties=species:S:1:pos:R:3 method="wB97M-V/def2-TZVPD" homo_lumo_gap_ev=3.8 de_lowest_kj_mol=520.5 e_homo_ev=-2.125 spin_multiplicity=1 total_charge=-1
C 0.05 0.42 2.51
C 0.46 1.13 1.17
C 1.93 1.62 1.39
C 2.79 1.83 0.15
C 2.74 0.55 -0.77
C 1.26 0.19 -1.16
N 0.40 0.10 0.05
O -0.97 -0.47 -0.20
C 1.35 -1.17 -1.85
C 0.85 1.31 -2.13
C -0.45 2.40 0.96
H 0.75 -0.40 2.65
H -0.92 -0.06 2.56
H 0.07 1.02 3.42
H 2.38 0.97 2.13
H 1.83 2.56 1.94
H 3.82 2.08 0.40
H 2.37 2.69 -0.39
H 3.44 -0.17 -0.34
H 3.25 0.86 -1.68
H 1.57 -2.01 -1.20
H 2.06 -1.18 -2.68
H 0.34 -1.29 -2.23
H -0.07 0.94 -2.59
H 1.61 1.40 -2.90
H 0.48 2.24 -1.69
H -0.10 3.05 0.16
H -0.41 3.04 1.84
H -1.49 2.22 0.70
O 0.26 -5.18 1.93
H 0.04 -4.30 1.64
H 0.17 -5.72 1.14
O -3.67 5.57 -5.66
H -3.69 5.10 -6.49
H -3.94 4.92 -5.01
O 0.01 -8.37 -1.81
H -0.01 -9.29 -1.54
H 0.68 -8.33 -2.49
O -4.86 1.82 -3.22
H -5.49 1.93 -2.51
H -4.17 1.28 -2.84
O -3.70 -5.65 -2.96
H -2.90 -6.17 -3.06
H -3.40 -4.81 -2.61
O -4.79 -1.13 -7.08
H -4.18 -1.86 -6.96
H -4.75 -0.64 -6.26
O 5.20 6.29 -5.39
H 6.05 6.58 -5.08
H 4.89 5.68 -4.72
O -0.82 -4.78 6.76
H -0.34 -5.08 5.98
H -0.16 -4.36 7.31
O -3.09 1.13 10.57
H -3.27 0.83 9.68
H -2.76 0.36 11.03
O 1.91 9.52 3.65
H 1.53 8.86 4.23
H 2.74 9.13 3.36
O -6.78 -1.16 2.70
H -5.95 -1.08 2.24
H -7.15 -1.99 2.39
O -5.08 -2.82 7.03
H -5.34 -2.30 6.27
H -4.23 -3.19 6.78
O 8.62 -1.57 -5.29
H 9.22 -0.84 -5.14
H 7.75 -1.19 -5.16
O -1.40 -4.89 -8.65
H -0.78 -4.69 -9.35
H -2.08 -5.41 -9.09
O 4.12 4.42 7.81
H 3.50 5.11 7.57
H 4.44 4.09 6.97
O 0.21 6.93 7.17
H 0.55 7.15 8.04
H -0.72 6.76 7.31
O 2.47 -7.60 -7.15
H 2.07 -6.74 -7.01
H 1.73 -8.19 -7.27


83
Properties=species:S:1:pos:R:3 method="wB97M-V/def2-TZVPD" homo_lumo_gap_ev=4.1 de_lowest_kj_mol=446.6 e_homo_ev=-2.474 spin_multiplicity=1 total_charge=-1
C -0.31 -0.37 -1.38
C -0.46 0.12 0.11
C -1.86 -0.31 0.81
C -1.75 -1.80 1.25
C -0.50 -1.95 2.15
C 0.85 -1.45 1.68
N 0.70 -0.17 0.92
O 1.90 0.72 0.79
C 1.41 -2.50 0.67
C 1.70 -1.29 2.92
C -0.72 1.65 -0.07
H -0.11 -1.43 -1.28
H 0.71 -0.16 -1.71
H -1.12 -0.22 -2.09
H -2.65 -0.33 0.06
H -2.04 0.34 1.67
H -1.60 -2.39 0.34
H -2.66 -2.13 1.74
H -0.32 -2.96 2.50
H -0.71 -1.55 3.14
H 1.73 -3.40 1.19
H 2.27 -2.30 0.02
H 0.59 -2.82 0.04
H 1.61 -2.13 3.61
H 1.36 -0.40 3.45
H 2.70 -1.15 2.51
H -1.69 1.90 -0.49
H 0.04 2.20 -0.62
H -0.72 2.05 0.94
O 7.31 -0.90 3.03
H 7.07 -1.46 3.77
H 8.20 -0.60 3.23
O -1.77 -3.72 -4.79
H -2.39 -3.86 -4.07
H -1.28 -4.54 -4.85
O 5.97 -0.20 -0.37
H 5.02 -0.05 -0.41
H 6.17 -0.23 0.57
O 5.39 4.17 0.40
H 5.03 3.29 0.37
H 5.04 4.55 1.21
O 1.47 3.33 3.91
H 1.62 2.77 3.15
H 0.63 3.06 4.26
O -3.99 -2.35 5.70
H -3.12 -2.67 5.48
H -3.83 -1.59 6.27
O -0.17 1.87 -6.68
H -1.11 1.74 -6.78
H 0.09 1.24 -6.01
O 5.03 2.66 4.77
H 4.14 3.01 4.88
H 4.95 2.02 4.06
O 1.15 5.38 -3.79
H 1.51 6.20 -4.13
H 0.26 5.35 -4.15
O 1.33 -1.94 -5.61
H 1.74 -2.09 -4.76
H 0.39 -2.04 -5.45
O -7.21 -2.52 0.84
H -7.29 -1.82 1.49
H -7.91 -3.14 1.07
O -4.37 -5.17 -1.65
H -3.63 -5.62 -1.24
H -4.57 -4.45 -1.06
O -3.12 3.25 -3.84
H -2.40 3.05 -3.24
H -3.07 4.20 -3.96
O -4.76 1.76 4.07
H -3.95 2.25 4.22
H -5.22 2.25 3.40
O 2.70 2.38 -3.48
H 2.40 3.28 -3.40
H 2.51 1.98 -2.63
O -3.43 6.32 0.37
H -3.75 7.19 0.61
H -3.49 5.81 1.18
O 5.70 -5.25 -1.68
H 6.65 -5.18 -1.75
H 5.43 -4.41 -1.31
O -5.93 -1.57 -2.39
H -5.38 -0.81 -2.19
H -6.12 -1.96 -1.53